Computed, not measured: a 5-piece molecular cluster, C40H69BrFINO15S overall at a distorted geometry, with ωB97M-V with the def2-TZVPD basis set.

Frontier orbital gap = 7.49 eV
Charge = +1
Molar mass = 1061.857 g/mol
Highest occupied orbital energy = -0.389 Eh

```
129
C40H69BrFINO15S (ωB97M-V with the def2-TZVPD basis set)
C 1.61099 1.27491 6.42789
C 1.42235 -0.22482 5.76192
C 2.56055 -0.56222 4.58760
C 2.69397 0.57859 3.43642
C 2.78152 0.07743 1.88687
C 4.37818 -0.26580 1.69098
S 4.96913 -1.85870 2.47177
O 5.83853 -2.71907 1.51597
O 5.89684 -1.44680 3.67683
C 1.66134 -1.02736 1.31925
C 2.13311 -2.20040 0.29757
C 2.41073 -3.67444 0.94954
C 1.64245 -4.36828 2.21749
C 1.97455 -5.87909 2.83222
C 3.16212 -6.77681 2.14209
C 3.92566 -6.13467 0.83587
C 3.58363 -4.61784 0.21927
C 4.45438 -4.17328 -1.09484
C 0.22908 -0.21001 1.03917
C -0.78449 -0.28851 2.36848
C -1.36238 -1.83685 2.62706
C -3.01932 -1.87417 2.52695
C -0.77318 -0.74239 -0.13806
C -0.27274 -0.43059 -1.68111
C -0.78956 -1.71955 -2.61386
I -1.33847 1.32701 -2.46769
N 0.81174 1.21750 0.93156
F 0.13811 1.99852 1.85316
C 2.35090 1.36247 0.89914
C 2.78241 1.29422 -0.67990
C 4.21098 1.97281 -1.07673
O 5.34843 1.97057 -0.38199
C 2.71670 2.88173 1.39090
C 2.04135 4.07403 0.43115
C 3.20749 5.09758 -0.19364
Br 3.01900 5.20087 -2.22196
H 1.60810 1.21905 7.59972
H 2.64773 1.70315 6.08672
H 0.77168 2.02099 6.02587
H 1.67336 -0.99253 6.64122
H 0.32841 -0.47241 5.42953
H 2.40109 -1.65968 4.21624
H 3.59535 -0.57537 5.18390
H 3.70159 1.18138 3.65527
H 1.83226 1.37686 3.65080
H 4.64863 -0.36751 0.53175
H 5.09269 0.59499 2.08727
H 3.94973 -2.65417 3.03998
H 1.38626 -1.60616 2.29435
H 1.39975 -2.39152 -0.62510
H 3.15618 -1.86795 -0.22087
H 0.80987 -3.76473 2.77778
H 1.40663 -6.32048 3.77287
H 3.51438 -7.84574 2.49877
H 4.77736 -6.77912 0.30296
H 4.74119 -3.04034 -1.14839
H 5.43883 -4.81208 -1.21943
H 3.79510 -4.41056 -2.06114
H -1.77718 0.35462 2.20439
H -0.22817 -0.01470 3.37440
H -0.85515 -2.63601 1.94019
H -1.11639 -2.14075 3.75406
H -3.52036 -0.83938 2.77143
H -3.36947 -2.62448 3.37541
H -3.38717 -2.21585 1.45886
H -0.95501 -1.92258 -0.11563
H -1.79438 -0.13876 -0.00820
H 0.88910 -0.40295 -1.81653
H -1.85099 -2.06982 -2.26786
H -0.67905 -1.52614 -3.76239
H -0.03906 -2.60899 -2.34966
H 0.38897 1.63248 0.04639
H 2.85573 0.14830 -1.00778
H 1.97348 1.75664 -1.42680
H 4.27416 2.49509 -2.14980
H 2.32211 3.15194 2.48488
H 3.88843 3.10432 1.44996
H 1.32017 3.64915 -0.38639
H 1.36956 4.78467 1.11644
H 4.30086 4.67614 -0.01399
H 3.17095 6.17185 0.29926
C -5.71898 6.81861 -4.81603
O -4.81495 5.72001 -4.71639
C -3.72426 5.96244 -3.94632
O -3.47654 7.00554 -3.36189
O -2.95701 4.84328 -3.93912
C -1.76593 4.95330 -3.16228
H -6.55270 6.51344 -5.45431
H -6.11779 7.08100 -3.83076
H -5.22880 7.68117 -5.27893
H -2.00677 5.14112 -2.11098
H -1.11771 5.74129 -3.55908
H -1.23056 4.00217 -3.22784
C -7.86964 0.08924 0.04932
O -6.47886 0.40497 0.06105
C -6.16374 1.56284 -0.57255
O -6.95100 2.31543 -1.12464
O -4.82103 1.73829 -0.48541
C -4.34242 2.92608 -1.11340
H -8.00634 -0.85519 0.58316
H -8.44568 0.86350 0.56638
H -8.22739 -0.04063 -0.97719
H -4.77748 3.81365 -0.64280
H -4.55915 2.90961 -2.18639
H -3.25756 2.96413 -0.98229
C -8.99759 9.02963 -10.29578
O -9.50815 7.70146 -10.19877
C -9.24664 7.08761 -9.01716
O -8.63427 7.57116 -8.07792
O -9.78451 5.84263 -9.06161
C -9.58554 5.07474 -7.87628
H -9.26458 9.42328 -11.28035
H -9.44878 9.67331 -9.53371
H -7.90625 9.03101 -10.20884
H -10.06022 5.56035 -7.01757
H -8.51771 4.91800 -7.69261
H -10.05610 4.09870 -8.02288
C 6.86718 -12.64539 4.23217
O 6.24895 -11.37774 4.44419
C 7.02022 -10.31572 4.09973
O 8.15147 -10.36904 3.64321
O 6.31479 -9.18416 4.35114
C 7.00733 -7.97827 4.03418
H 6.16166 -13.42145 4.54134
H 7.09589 -12.79080 3.17141
H 7.77201 -12.74031 4.84115
H 7.24160 -7.93718 2.96556
H 7.91775 -7.88660 4.63526
H 6.35039 -7.13797 4.27480
```